(1)
DFT (the ωB97M-V functional and the def2-TZVPD basis) results for an isolated ion of composition CHN4S and charge -1 in a non-equilibrium geometry.

Last column: Löwdin charge in e.
Geometry (Å):
C 0.467 -1.083 -0.432  -0.554
N 1.194 -1.299 0.555  0.072
N -0.286 0.028 -0.740  -0.077
N 0.211 0.908 1.408  0.098
N -0.389 0.846 0.337  -0.841
S -1.429 2.277 0.208  0.221
H 0.232 -1.677 -1.336  0.081

net charge: -1
HOMO energy (alpha / beta): -3.437 / -3.439 eV
M: 101.11 g/mol
spin multiplicity: 1

---

(2)
DFT (the ωB97M-V functional and the def2-TZVPD basis) results for C17H17N5O2PdS2 as an isolated structure.

Last column: Löwdin charge in e.
Geometry (Å):
Pd -0.050 -0.377 0.388  0.955
N 0.347 1.593 -2.436  0.129
C 0.246 2.247 -1.267  -0.659
N 0.306 1.644 -0.107  -0.042
C 0.151 2.502 0.960  -0.329
C 0.026 3.803 0.620  -0.335
S 0.092 3.969 -1.103  1.070
C 0.087 1.853 2.271  -0.313
C 0.118 2.402 3.495  -0.336
S 0.192 1.166 4.705  1.076
C 0.144 -0.047 3.469  -0.659
N 0.069 0.451 2.255  -0.053
N 0.197 -1.358 3.760  0.128
H 0.192 0.582 -2.377  0.074
H 0.017 2.047 -3.270  0.107
H -0.132 4.655 1.256  0.078
H 0.161 3.444 3.762  0.080
H -0.042 -1.652 4.691  0.105
H -0.086 -1.991 3.017  0.047
N -1.444 -2.963 1.380  0.004
C -0.897 -2.032 0.964  -0.390
C -0.016 -4.275 -7.049  -0.056
C 0.176 -3.701 -5.671  -0.270
C -0.686 -4.030 -4.633  -0.008
C -0.537 -3.489 -3.361  -0.198
C -1.476 -3.865 -2.246  -0.031
C 0.518 -2.607 -3.132  -0.075
C 1.407 -2.267 -4.153  -0.205
C 2.547 -1.315 -3.894  -0.029
C 1.217 -2.817 -5.413  -0.015
C 0.716 -2.029 -1.758  -0.609
O -0.168 -1.087 -1.488  -0.227
O 1.602 -2.384 -1.008  0.058
H -0.697 -5.126 -7.031  0.072
H 0.933 -4.608 -7.473  0.077
H -0.434 -3.529 -7.728  0.080
H -1.497 -4.727 -4.815  0.113
H -2.250 -4.544 -2.602  0.076
H -1.954 -2.983 -1.819  0.075
H -0.940 -4.354 -1.431  0.089
H 3.106 -1.610 -3.007  0.083
H 2.183 -0.298 -3.725  0.071
H 3.227 -1.288 -4.744  0.075
H 1.906 -2.558 -6.211  0.115

net charge: 0
HOMO energy: -8.233 eV
M: 493.91 g/mol
spin multiplicity: 1

---

(3)
DFT (the ωB97M-V functional and the def2-TZVPD basis) results for one molecule with the formula C2H7N3O2 in a non-equilibrium geometry.

Last column: Löwdin charge in e.
Geometry (Å):
C 1.097 0.902 0.582  0.018
C -0.069 -0.143 0.024  -0.517
N -1.011 -0.420 1.110  0.064
N 0.507 -1.330 -0.530  0.095
N -0.766 0.618 -1.128  -0.367
O -1.751 1.310 -0.873  0.043
O -0.250 0.512 -2.191  0.099
H 1.769 0.948 -0.283  0.072
H 1.676 0.523 1.355  0.038
H 0.684 1.909 0.915  0.106
H -1.472 -1.367 1.013  0.095
H -1.826 0.191 0.878  0.077
H 1.452 -1.400 -0.405  0.039
H -0.040 -2.252 -0.466  0.138

net charge: 0
structure (SMILES): CC(N)(N)[N+](=O)[O-]
HOMO energy: -9.910 eV
M: 105.10 g/mol
spin multiplicity: 1

---

(4)
DFT (the ωB97M-V functional and the def2-TZVPD basis) results for a 4-piece molecular cluster, C48H93Br2ClN4O10PS overall in a non-equilibrium geometry.

Last column: Löwdin charge in e.
Geometry (Å):
C 3.604 -4.940 -1.971  0.113
C 3.895 -4.064 -1.215  -0.162
C 4.288 -2.873 -0.468  -0.205
C 3.468 -1.586 -0.792  -0.148
C 2.557 -1.050 0.341  -0.186
C 1.005 -1.007 0.151  -0.333
P 0.640 0.843 0.696  1.082
C -0.874 0.911 1.751  -0.291
C 0.110 1.884 -0.730  -0.420
C 0.000 3.334 -0.178  -0.146
C 0.173 -1.936 1.061  -0.212
C 0.550 -2.691 2.277  -0.578
Br 1.921 -3.987 1.941  0.963
C 0.057 -2.665 3.520  -0.686
C 0.522 -3.536 4.642  -0.137
Br -1.359 -1.480 3.952  0.926
N -0.993 -2.132 0.531  -0.003
C -2.112 -2.954 0.953  -0.151
C -3.422 -2.135 1.093  -0.049
C -1.076 -1.422 -0.763  -0.078
C 0.378 -1.533 -1.218  -0.314
C 0.687 -0.728 -2.515  -0.121
C -0.502 -0.145 -3.295  -0.181
C -0.217 -0.067 -4.824  -0.184
C 0.162 1.335 -5.336  -0.190
C 1.094 2.132 -4.424  -0.163
C 1.698 3.339 -5.141  -0.154
O 1.055 4.529 -4.638  -0.027
C 1.445 5.656 -5.287  -0.501
O 2.578 6.047 -5.289  0.144
C 0.345 6.376 -5.989  -0.052
C -0.743 6.793 -5.334  0.045
C 0.742 -3.016 -1.506  -0.135
C -0.352 -3.890 -2.113  -0.165
C -0.822 -3.523 -3.541  -0.211
C -1.328 -4.786 -4.255  -0.240
S -2.911 -5.352 -3.612  0.344
O -2.733 -5.888 -2.300  -0.330
O -3.494 -6.217 -4.582  -0.320
Cl -4.090 -3.683 -3.491  0.417
H 3.427 -5.881 -2.436  0.036
H 4.279 -3.073 0.599  0.069
H 5.331 -2.682 -0.721  0.120
H 2.981 -1.730 -1.750  0.085
H 4.234 -0.833 -0.965  0.113
H 2.886 -0.038 0.553  0.060
H 2.798 -1.594 1.251  0.063
H -1.282 1.918 1.693  0.040
H -0.537 0.774 2.771  -0.020
H -1.662 0.217 1.470  0.002
H -0.883 1.635 -1.097  0.067
H 0.840 1.919 -1.530  0.052
H 0.094 4.050 -0.991  0.073
H 0.770 3.516 0.571  0.064
H -0.974 3.486 0.279  0.060
H 0.717 -4.543 4.288  0.056
H 1.361 -3.090 5.172  0.094
H -0.285 -3.630 5.369  0.051
H -1.920 -3.420 1.912  0.101
H -2.307 -3.758 0.248  0.122
H -4.175 -2.578 0.442  0.081
H -3.310 -1.106 0.764  0.067
H -3.808 -2.188 2.104  0.062
H -1.827 -1.958 -1.345  0.127
H -1.472 -0.410 -0.708  0.119
H 1.354 0.089 -2.234  0.095
H 1.272 -1.312 -3.220  0.104
H -1.418 -0.723 -3.193  0.093
H -0.744 0.872 -3.003  0.083
H 0.522 -0.804 -5.140  0.104
H -1.143 -0.342 -5.332  0.108
H -0.743 1.887 -5.590  0.123
H 0.689 1.192 -6.283  0.112
H 1.901 1.519 -4.028  0.118
H 0.488 2.568 -3.631  0.101
H 1.569 3.282 -6.223  0.130
H 2.765 3.431 -4.936  0.126
H 0.418 6.629 -7.042  0.099
H -0.694 6.987 -4.267  0.070
H -1.702 6.927 -5.815  0.064
H 1.076 -3.533 -0.605  0.069
H 1.602 -3.085 -2.162  0.088
H 0.058 -4.900 -2.165  0.122
H -1.230 -3.971 -1.482  0.074
H -1.710 -2.903 -3.436  0.035
H -0.065 -3.019 -4.133  0.115
H -1.489 -4.641 -5.321  0.111
H -0.685 -5.646 -4.080  0.114
C -5.622 -4.366 9.085  -0.116
O -4.647 -4.217 10.098  -0.195
C -4.211 -5.446 10.672  -0.213
C -2.768 -5.725 10.313  -0.212
N -2.628 -6.043 8.896  -0.050
C -1.249 -6.099 8.426  -0.199
C -0.429 -4.813 8.466  -0.220
O -0.879 -3.806 7.571  -0.230
C -1.910 -2.968 8.067  -0.087
H -5.978 -3.370 8.825  0.088
H -5.205 -4.831 8.184  0.077
H -6.470 -4.959 9.435  0.090
H -4.858 -6.275 10.373  0.124
H -4.285 -5.339 11.757  0.124
H -2.408 -6.571 10.905  0.126
H -2.183 -4.839 10.594  0.107
H -3.125 -5.347 8.356  0.068
H -1.280 -6.438 7.387  0.117
H -0.718 -6.870 8.992  0.121
H 0.584 -5.067 8.137  0.120
H -0.328 -4.408 9.479  0.115
H -1.862 -2.819 9.147  0.094
H -2.896 -3.354 7.796  0.076
H -1.791 -1.998 7.581  0.082
C -0.080 5.896 -10.273  -0.115
O -0.766 6.881 -9.522  -0.214
C -0.265 8.203 -9.711  -0.217
C -1.271 9.066 -10.440  -0.215
N -1.410 8.653 -11.831  -0.051
C -2.518 9.287 -12.541  -0.198
C -3.937 8.991 -12.064  -0.227
O -4.348 7.651 -12.260  -0.176
C -3.997 6.749 -11.230  -0.104
H -0.445 4.923 -9.948  0.087
H -0.274 5.997 -11.346  0.081
H 0.999 5.943 -10.096  0.088
H 0.695 8.192 -10.233  0.125
H -0.099 8.630 -8.717  0.117
H -0.936 10.107 -10.410  0.126
H -2.222 8.998 -9.893  0.107
H -1.541 7.651 -11.863  0.069
H -2.449 8.970 -13.584  0.120
H -2.363 10.371 -12.531  0.119
H -4.612 9.598 -12.673  0.122
H -4.103 9.297 -11.024  0.111
H -3.971 7.236 -10.251  0.087
H -3.034 6.270 -11.427  0.071
H -4.754 5.964 -11.204  0.087
C 6.014 -2.642 8.427  -0.116
O 5.448 -1.570 9.155  -0.195
C 6.039 -0.304 8.883  -0.214
C 5.063 0.603 8.164  -0.212
N 4.817 0.140 6.803  -0.051
C 3.720 0.822 6.125  -0.202
C 2.314 0.652 6.693  -0.223
O 1.799 -0.665 6.583  -0.200
C 2.150 -1.546 7.640  -0.088
H 5.588 -3.565 8.817  0.088
H 5.781 -2.576 7.358  0.077
H 7.100 -2.679 8.556  0.090
H 6.967 -0.412 8.314  0.123
H 6.290 0.149 9.845  0.124
H 5.475 1.615 8.127  0.125
H 4.142 0.630 8.761  0.107
H 4.615 -0.851 6.828  0.067
H 3.705 0.454 5.095  0.114
H 3.951 1.890 6.075  0.120
H 1.648 1.279 6.093  0.118
H 2.229 1.013 7.723  0.114
H 2.270 -1.020 8.589  0.095
H 3.064 -2.101 7.411  0.075
H 1.341 -2.272 7.745  0.074

net charge: +1
HOMO energy: -9.741 eV
M: 1144.59 g/mol
spin multiplicity: 1

---

(5)
DFT (the ωB97M-V functional and the def2-TZVPD basis) results for a 2-piece molecular cluster, C3H6ClNO overall in a non-equilibrium geometry.

Last column: Löwdin charge in e.
Geometry (Å):
C -1.257 0.774 1.771  -0.154
C -1.954 0.631 0.663  -0.477
C 0.827 -0.076 -1.895  -0.207
N 1.280 -0.792 0.313  0.033
O 1.104 -1.051 -1.062  -0.262
Cl -1.357 0.391 -0.990  0.684
H -1.753 0.748 2.692  0.028
H -0.232 0.542 1.846  0.007
H 1.445 0.897 -1.824  0.116
H 0.437 -0.398 -2.841  0.065
H 0.551 -0.006 0.472  0.028
H 0.909 -1.661 0.854  0.141

net charge: 0
HOMO energy (alpha / beta): -7.267 / -8.618 eV
M: 107.54 g/mol
spin multiplicity: 1

---

Question: spin multiplicity of number 3 (C2H7N3O2)?
Answer: 1

---

Question: net charge of number 3 (C2H7N3O2)?
Answer: 0

---

What did the second record say?
DFT (the ωB97M-V functional and the def2-TZVPD basis) results for C17H17N5O2PdS2 as an isolated structure.

Last column: Löwdin charge in e.
Geometry (Å):
Pd -0.050 -0.377 0.388  0.955
N 0.347 1.593 -2.436  0.129
C 0.246 2.247 -1.267  -0.659
N 0.306 1.644 -0.107  -0.042
C 0.151 2.502 0.960  -0.329
C 0.026 3.803 0.620  -0.335
S 0.092 3.969 -1.103  1.070
C 0.087 1.853 2.271  -0.313
C 0.118 2.402 3.495  -0.336
S 0.192 1.166 4.705  1.076
C 0.144 -0.047 3.469  -0.659
N 0.069 0.451 2.255  -0.053
N 0.197 -1.358 3.760  0.128
H 0.192 0.582 -2.377  0.074
H 0.017 2.047 -3.270  0.107
H -0.132 4.655 1.256  0.078
H 0.161 3.444 3.762  0.080
H -0.042 -1.652 4.691  0.105
H -0.086 -1.991 3.017  0.047
N -1.444 -2.963 1.380  0.004
C -0.897 -2.032 0.964  -0.390
C -0.016 -4.275 -7.049  -0.056
C 0.176 -3.701 -5.671  -0.270
C -0.686 -4.030 -4.633  -0.008
C -0.537 -3.489 -3.361  -0.198
C -1.476 -3.865 -2.246  -0.031
C 0.518 -2.607 -3.132  -0.075
C 1.407 -2.267 -4.153  -0.205
C 2.547 -1.315 -3.894  -0.029
C 1.217 -2.817 -5.413  -0.015
C 0.716 -2.029 -1.758  -0.609
O -0.168 -1.087 -1.488  -0.227
O 1.602 -2.384 -1.008  0.058
H -0.697 -5.126 -7.031  0.072
H 0.933 -4.608 -7.473  0.077
H -0.434 -3.529 -7.728  0.080
H -1.497 -4.727 -4.815  0.113
H -2.250 -4.544 -2.602  0.076
H -1.954 -2.983 -1.819  0.075
H -0.940 -4.354 -1.431  0.089
H 3.106 -1.610 -3.007  0.083
H 2.183 -0.298 -3.725  0.071
H 3.227 -1.288 -4.744  0.075
H 1.906 -2.558 -6.211  0.115

net charge: 0
HOMO energy: -8.233 eV
M: 493.91 g/mol
spin multiplicity: 1